No. 1
Formula: C7H10N
Source: the Open Molecules 2025 dataset
Level of theory: ωB97M-V/def2-TZVPD

LUMO level (spin up / spin down): -5.45 / -4.45 eV
F_max: 0.06926 Eh/bohr
Net charge: +1
Energy above the lowest of the compared OMol25 structures with the same formula, charge and spin: 161.82 kcal per mole

Last column: Löwdin charge in e.
Element x y z (Å)
C: -0.35737 -0.14848 -1.86157  0.1595
C: -0.63838 0.04707 -0.58987  -0.2708
C: -1.45595 0.58476 -2.49715  -0.1166
C: -1.88343 0.77514 -1.03294  -0.1218
C: 0.05934 -1.65045 1.25588  0.1046
C: 1.22725 -0.81273 0.72486  -0.1040
C: 2.40164 -0.20401 1.33272  -0.0242
N: -0.07363 -0.19292 0.65981  0.0281
H: -1.22330 1.49708 -2.98164  0.1137
H: -2.11519 -0.00380 -3.07457  0.1096
H: -2.84694 0.22994 -0.88853  0.1318
H: -2.05429 1.82430 -0.57989  0.1521
H: -0.18941 -2.52494 0.60797  0.1445
H: -0.07811 -1.87561 2.32467  0.1347
H: 3.03414 0.23407 0.50347  0.1216
H: 3.04570 -0.92955 1.88583  0.1145
H: 2.12994 0.62376 1.96308  0.0889
H: -0.54194 0.58879 1.19221  0.2339



No. 2
Formula: C43H64CeN7O2S
Source: the Open Molecules 2025 dataset
Level of theory: ωB97M-V/def2-TZVPD

LUMO level (spin up / spin down): -9.82 / -9.82 eV
F_max: 0.05637 Eh/bohr
Net charge: +3
Energy above the lowest of the compared OMol25 structures with the same formula, charge and spin: 8.83 kcal per mole

Last column: Löwdin charge in e.
Element x y z (Å)
Ce: -1.69819 0.21429 -0.23884  1.1298
C: 3.45723 -4.21980 -4.21336  -0.0233
C: 3.77900 -2.74104 -3.83050  -0.4875
C: 4.93561 -2.66726 -2.78301  -0.0500
C: 4.30387 -1.95879 -5.14581  0.0007
C: 2.49815 -2.04871 -3.33869  -0.1012
C: 2.40587 -1.51764 -2.08858  0.0748
C: 1.12622 -0.95533 -1.69806  -0.1269
N: 0.79178 -0.44537 -0.56606  0.1094
C: 1.58182 -0.14234 0.55813  -0.1742
C: 2.93173 0.02437 0.65687  0.0562
C: 3.54474 0.46268 1.84920  -0.1061
C: 2.73906 0.47901 2.97078  0.0668
C: 1.33767 0.32416 2.95024  -0.0792
C: 0.78512 0.03943 1.71309  -0.1699
O: -0.58088 0.01450 1.45157  -0.3036
C: 0.59654 0.35803 4.27364  -0.5242
C: 1.29493 -0.63130 5.22024  -0.0314
C: 0.85181 1.74646 4.92162  -0.0153
C: -0.86451 -0.03375 4.26254  -0.0297
C: 5.06667 0.64141 1.89226  -0.5072
C: 5.69479 -0.67136 1.35184  -0.0353
C: 5.68885 0.87093 3.31163  -0.0484
C: 5.61141 1.84815 1.08469  -0.0361
C: 0.00850 -0.95813 -2.68565  -0.1706
O: -0.99764 -0.27583 -2.38726  -0.1143
C: 0.13770 -1.61195 -3.97846  -0.0606
C: 1.36903 -2.06715 -4.27679  0.0970
C: -1.00813 -1.72480 -4.98403  -0.5385
C: -0.61154 -2.53678 -6.22872  -0.0567
C: -1.45997 -0.32600 -5.50675  -0.0162
C: -2.17862 -2.49813 -4.36918  -0.0333
H: 4.36107 -4.72574 -4.54237  0.0931
H: 2.74042 -4.24619 -5.09549  0.1022
H: 3.03276 -4.75132 -3.36428  0.0910
H: 5.76294 -3.26352 -3.10842  0.0868
H: 4.63867 -3.09592 -1.82917  0.0837
H: 5.28909 -1.62406 -2.68381  0.0946
H: 4.78265 -2.73280 -5.72225  0.0787
H: 5.06251 -1.17081 -4.91870  0.0989
H: 3.48655 -1.54645 -5.75655  0.0771
H: 3.27342 -1.49265 -1.41463  0.0953
H: 3.56020 -0.15171 -0.25143  0.1189
H: 3.19232 0.65168 3.92366  0.1044
H: 2.34224 -0.32172 5.36402  0.0897
H: 1.26922 -1.62547 4.77910  0.0998
H: 0.71003 -0.71444 6.18975  0.1212
H: 1.87960 1.93378 5.07226  0.0662
H: 0.37978 1.84758 5.90321  0.1040
H: 0.46636 2.60207 4.29034  0.0934
H: -0.99078 -0.86065 3.54666  0.1014
H: -1.57226 0.78668 4.07277  0.0640
H: -1.10006 -0.39911 5.27372  0.1055
H: 5.39974 -1.55991 1.90823  0.0977
H: 6.78992 -0.62525 1.35597  0.1035
H: 5.34674 -0.83876 0.34645  0.0503
H: 5.62595 0.00381 4.01475  0.1104
H: 5.39067 1.76221 3.80824  0.0747
H: 6.71875 0.99560 3.10721  0.0704
H: 5.25294 1.87670 0.07433  0.0659
H: 6.70977 1.77826 0.99693  0.1011
H: 5.34562 2.79313 1.62079  0.1050
H: 1.52857 -2.49461 -5.28233  0.1175
H: 0.12557 -2.04337 -6.81875  0.0783
H: -1.51550 -2.70448 -6.82672  0.1050
H: -0.20017 -3.57079 -5.97810  0.1214
H: -0.57848 0.15326 -6.01337  0.1139
H: -1.91062 0.25560 -4.67633  0.0709
H: -2.25198 -0.51056 -6.23857  0.0937
H: -1.89251 -3.54672 -4.13887  0.1113
H: -3.07006 -2.45493 -5.01895  0.1072
H: -2.46991 -2.01865 -3.43359  0.0574
C: 0.07072 3.33326 0.85406  -0.1347
C: -1.23276 3.84268 1.48001  -0.0781
N: -2.79663 1.97542 1.27098  -0.1389
C: -3.93828 2.70110 0.62529  -0.0671
C: -4.08402 2.45091 -0.89036  -0.1150
N: -2.75085 2.10506 -1.53842  -0.1197
C: -1.97477 3.36509 -1.77540  -0.1390
C: -0.48364 3.17256 -1.57132  -0.1375
N: -0.15390 2.39087 -0.30655  -0.0700
H: 0.65160 2.81713 1.58468  0.1075
H: 0.61654 4.21971 0.52592  0.1361
H: -1.80965 4.43746 0.78267  0.1047
H: -0.81546 4.45799 2.30877  0.1452
H: -2.22958 0.31266 2.29336  0.0768
H: -3.83686 3.75983 0.85993  0.1372
H: -4.89851 2.44921 1.15781  0.1521
H: -4.57274 3.27493 -1.36482  0.1309
H: -4.70621 1.57103 -1.12124  0.1245
H: -2.98740 1.67230 -2.43433  0.1302
H: -2.38458 4.15675 -1.18145  0.1112
H: -1.98259 3.69906 -2.80199  0.1390
H: 0.03492 4.10895 -1.59294  0.1260
H: -0.05944 2.62605 -2.43086  0.1357
H: 0.81142 2.04116 -0.49962  0.1270
C: -5.44870 -3.91527 0.70510  -0.0059
N: -5.49497 -2.67654 1.48918  -0.1113
C: -6.24716 -2.52496 2.62095  0.0021
C: -6.05220 -1.27399 3.04337  0.0161
N: -5.01784 -0.71009 2.26888  0.0429
C: -4.72602 -1.58914 1.27417  -0.5906
S: -3.86411 -1.52359 -0.20519  0.7584
C: -4.29139 0.48432 2.58996  -0.2064
C: -4.63341 1.33032 3.55471  0.0119
C: -3.84365 2.44180 4.07802  -0.0250
C: -2.82140 3.11981 3.46625  0.0288
C: -2.06924 2.74040 2.19150  -0.3291
N: -3.08339 0.66696 1.86562  0.0011
H: -5.97601 -4.71673 1.25501  0.1193
H: -4.43789 -4.21128 0.49842  0.0806
H: -5.95604 -3.76352 -0.23733  0.1000
H: -6.87417 -3.34237 2.97044  0.1570
H: -6.42938 -0.74538 3.95200  0.1518
H: -5.62176 1.14885 4.02891  0.1334
H: -4.15081 2.74253 5.04708  0.1091
H: -2.25506 3.88171 4.00613  0.1280
H: -1.24308 2.15332 2.61838  0.1225



No. 3
Formula: C4H4OS
Source: the Open Molecules 2025 dataset
Level of theory: ωB97M-V/def2-TZVPD

LUMO level: -0.39 eV
F_max: 0.04356 Eh/bohr
Energy above the lowest of the compared OMol25 structures with the same formula, charge and spin: 119.95 kcal per mole

Last column: Löwdin charge in e.
Element x y z (Å)
C: 0.22628 -0.90154 -0.43200  -0.1603
C: -1.12655 -0.50924 0.10992  -0.1683
C: 1.33870 1.22505 -0.02245  0.0280
C: -1.30252 0.60482 0.76754  -0.6925
O: 1.16619 0.19893 -0.77131  -0.1414
S: -1.55757 1.83874 1.71729  0.7369
H: 0.74545 -1.61135 0.20060  0.1241
H: 0.13067 -1.36568 -1.36762  0.0983
H: -1.55535 -1.53957 0.29424  0.1437
H: 1.93471 2.05984 -0.49620  0.0316



No. 4
Formula: C5H9FINO
Source: the Open Molecules 2025 dataset
Level of theory: ωB97M-V/def2-TZVPD

LUMO level: 0.12 eV
F_max: 0.10075 Eh/bohr
Energy above the lowest of the compared OMol25 structures with the same formula, charge and spin: 30.34 kcal per mole

Last column: Löwdin charge in e.
Element x y z (Å)
C: 0.93308 -1.56343 0.52080  -0.1417
C: 0.68992 -1.40486 -0.94718  -0.1367
C: 0.52244 -0.29042 1.18603  -0.1201
C: -0.15114 -0.14685 -1.02065  -0.6876
C: -1.13689 1.47003 0.48585  -0.2768
N: -0.28076 0.39908 0.15406  -0.1468
O: -0.63399 2.77906 0.38468  -0.0622
F: -1.87187 -0.65383 -1.48802  -0.3578
I: 0.17401 1.27061 -2.58278  0.9893
H: 0.26732 -2.24658 1.06485  0.1331
H: 1.92199 -1.77081 0.77505  0.0978
H: 1.57113 -1.20155 -1.45488  0.0837
H: 0.28607 -2.15889 -1.47930  0.0911
H: -0.00033 -0.35776 2.09038  0.1021
H: 1.43524 0.33638 1.50908  0.1532
H: -1.56360 1.41285 1.45138  0.1172
H: -2.10722 1.32207 -0.27098  0.1756
H: -0.05542 2.80491 -0.37837  -0.0134



No. 5
Formula: C8H11N2O2PS
Source: the Open Molecules 2025 dataset
Level of theory: ωB97M-V/def2-TZVPD

LUMO level: 0.42 eV
F_max: 0.07047 Eh/bohr
Structure (SMILES): CN(/N=C/c1ccc(O)cc1)[P@H](O)=S
Energy above the lowest of the compared OMol25 structures with the same formula, charge and spin: 15.91 kcal per mole

Last column: Löwdin charge in e.
Element x y z (Å)
C: -2.91415 2.17194 0.36602  -0.0983
N: -2.37917 0.79241 0.35450  -0.3578
N: -1.00501 0.83273 0.34527  0.0234
C: -0.37120 -0.13455 -0.18060  -0.1948
C: 1.03148 -0.23469 -0.07141  -0.2285
C: 1.71057 -1.27000 -0.78777  -0.0177
C: 3.10432 -1.35565 -0.73472  -0.0439
C: 3.82633 -0.51372 0.11032  -0.3034
O: 5.18509 -0.66411 0.42589  -0.0139
C: 3.14532 0.52428 0.76462  -0.0233
C: 1.79164 0.63380 0.70512  -0.0347
P: -3.16965 -0.62180 -0.19195  0.2496
O: -4.62245 0.04981 -0.32989  -0.2959
S: -3.06853 -2.33742 0.82561  0.1655
H: -1.92378 2.80459 0.39629  0.1107
H: -3.54259 2.45052 -0.50590  0.0705
H: -3.47480 2.42786 1.34751  0.0975
H: -0.81071 -0.97632 -0.74281  0.0722
H: 1.24126 -2.01334 -1.52852  0.1396
H: 3.77213 -2.06044 -1.26858  0.1187
H: 5.57576 -1.61289 0.17425  0.1721
H: 3.75290 1.26474 1.27383  0.1203
H: 1.25609 1.27894 1.42988  0.1293
H: -2.90210 -0.69197 -1.70049  0.0609
H: -5.20874 -0.74473 -0.47647  0.0821



No. 6
Formula: C4H15NO3
Source: the Open Molecules 2025 dataset
Level of theory: ωB97M-V/def2-TZVPD

LUMO level: 0.63 eV
F_max: 0.10145 Eh/bohr
Structure (SMILES): CC(C)=CN.O.O.O
Energy above the lowest of the compared OMol25 structures with the same formula, charge and spin: 33.66 kcal per mole

Last column: Löwdin charge in e.
Element x y z (Å)
C: -1.47395 0.53632 0.32696  -0.0637
C: -1.04661 0.66436 -1.11529  -0.3760
C: -1.04616 2.03690 -1.80191  -0.0770
C: -0.71069 -0.41337 -1.87692  -0.1449
N: -0.71593 -1.78079 -1.42530  0.0898
H: -1.09725 1.42949 0.78528  0.0611
H: -2.58631 0.47786 0.42381  0.1011
H: -0.95492 -0.31492 0.84524  0.0557
H: -0.68161 2.71722 -1.04169  0.0600
H: -0.42218 1.90809 -2.74177  0.0907
H: -2.00808 2.44687 -2.14864  0.0697
H: -0.50093 -0.42682 -2.93289  0.1057
H: -0.04676 -2.31001 -1.87902  0.0483
H: -0.89272 -1.98592 -0.52682  -0.0190
O: 2.76142 -0.10804 3.79116  -0.0745
H: 3.19670 -0.01647 2.97095  -0.0088
H: 3.19336 0.61166 4.35413  0.0780
O: 2.23116 0.54294 -0.15486  -0.0814
H: 1.27853 0.68511 -0.08839  -0.0008
H: 2.40216 -0.02297 -0.96001  0.0662
O: -0.31300 -2.47996 1.50426  -0.0200
H: 0.46879 -2.27290 1.97671  0.0331
H: -1.03502 -1.92463 1.71499  0.0066



No. 7
Formula: C3H3CuO3
Source: the Open Molecules 2025 dataset
Level of theory: ωB97M-V/def2-TZVPD

LUMO level (spin up / spin down): -0.23 / -1.75 eV
2S+1: 3
F_max: 0.14470 Eh/bohr
Energy above the lowest of the compared OMol25 structures with the same formula, charge and spin: 76.68 kcal per mole

Last column: Löwdin charge in e.
Element x y z (Å)
O: -0.13633 -0.03513 1.17654  -0.4053
O: 0.09836 -1.44100 -1.21182  -0.1642
C: 0.38680 -0.22155 -1.66776  -0.1783
C: 0.23948 0.91100 -0.83065  0.0477
O: -0.85269 0.04718 3.70592  0.0646
C: -0.40035 -0.47092 2.75965  -0.1827
Cu: -0.26867 -1.67891 0.49406  0.4874
H: 0.69891 -0.10589 -2.71673  0.1319
H: -0.78598 1.31834 -0.78661  0.1090
H: 1.02047 1.67688 -0.92260  0.0898